No. 1
Here is an isolated molecule of C2H2ClFO2 in a non-equilibrium geometry from the Open Molecules 2025 dataset. Energies are from ωB97M-V with the def2-TZVPD basis set.

Structure (ORCA input):
```
! RIJCOSX wB97M-V def2-TZVPD def2/J DEFGRID3
* xyz 0 1
O -1.011 0.713 1.282
C -0.549 -0.015 0.367
O -1.029 -1.071 -0.362
C 0.811 0.317 -0.265
F 1.105 1.626 -0.220
Cl 2.091 -0.620 0.571
H -2.072 -1.080 -0.064
H 0.654 0.131 -1.309
*
```

Properties
HOMO energy: -11.0 eV
Energy above the lowest of the compared OMol25 structures with the same formula, charge and spin: 0.747 eV
Calculated total energy: -787.927908 Ha
Gap between HOMO and LUMO: 11.3 eV

No. 2
Here is a cluster of 4 separate species, C33H27F5N2O15P in total in a non-equilibrium geometry from the Open Molecules 2025 dataset. Energies are from ωB97M-V with the def2-TZVPD basis set.

Structure (ORCA input):
```
! RIJCOSX wB97M-V def2-TZVPD def2/J DEFGRID3
* xyz 1 1
N 3.634 2.256 -2.024
C 2.604 2.946 -2.789
C 2.233 4.332 -2.168
C 1.018 4.862 -2.896
C 1.314 5.700 -3.982
C 0.270 6.238 -4.706
C -1.005 5.970 -4.311
N -1.289 5.182 -3.269
P -3.030 5.054 -2.997
O -3.501 3.877 -3.699
O -3.396 5.070 -1.455
O -3.798 6.314 -3.657
C -0.291 4.577 -2.546
C -0.630 3.636 -1.381
F -1.032 4.366 -0.302
F 0.469 2.954 -0.924
C -1.614 2.520 -1.715
C -2.687 2.202 -0.914
C -3.519 1.188 -1.343
C -3.286 0.515 -2.517
C -2.193 0.825 -3.302
C -1.842 0.107 -4.588
F -0.589 0.417 -5.008
F -2.655 0.425 -5.602
F -1.845 -1.221 -4.366
C -1.369 1.844 -2.891
H 4.019 2.896 -1.343
H 3.292 1.406 -1.592
H 3.030 3.177 -3.783
H 1.721 2.329 -2.986
H 3.099 4.977 -2.361
H 2.112 4.282 -1.086
H 2.346 5.908 -4.246
H 0.489 6.872 -5.557
H -1.801 6.417 -4.899
H -4.369 5.098 -1.402
H -3.369 7.150 -3.396
H -2.871 2.729 0.016
H -4.373 0.898 -0.738
H -3.940 -0.298 -2.821
H -0.516 2.125 -3.505
C 6.478 -0.070 -0.638
C 7.565 -0.473 0.035
C 7.480 -1.503 1.127
O 8.503 -1.840 1.688
C 6.167 -2.042 1.464
C 5.086 -1.634 0.791
C 5.177 -0.629 -0.314
O 4.149 -0.318 -0.892
O 3.858 -2.087 1.053
O 8.776 0.008 -0.222
H 6.524 0.667 -1.427
H 6.114 -2.769 2.262
H 3.266 -1.631 0.423
H 9.381 -0.446 0.397
C 1.132 -1.957 3.000
C 0.394 -1.171 2.213
C -1.072 -0.970 2.446
O -1.684 -0.223 1.700
C -1.694 -1.683 3.551
C -0.956 -2.476 4.341
C 0.518 -2.656 4.124
O 1.138 -3.372 4.882
O -1.478 -3.149 5.358
O 0.919 -0.512 1.169
H 2.192 -2.102 2.838
H -2.756 -1.545 3.700
H -0.737 -3.644 5.760
H 0.177 -0.019 0.770
C -2.839 -7.432 3.730
C -3.936 -8.198 3.781
C -5.139 -7.799 4.582
O -6.112 -8.529 4.574
C -5.080 -6.555 5.336
C -3.983 -5.788 5.288
C -2.786 -6.176 4.465
O -1.818 -5.436 4.443
O -3.895 -4.641 5.963
O -4.026 -9.354 3.127
H -1.967 -7.709 3.154
H -5.947 -6.286 5.922
H -3.015 -4.266 5.761
H -4.914 -9.706 3.329
*
```

Properties
HOMO energy: -10.8 eV
Calculated total energy: -3352.359158 Ha
Gap between HOMO and LUMO: 5.7 eV

No. 3
Here is a structure of composition C20H19AsN7O5PRuS4 from the Open Molecules 2025 dataset. Energies are from ωB97M-V with the def2-TZVPD basis set.

Structure (ORCA input):
```
! RIJCOSX wB97M-V def2-TZVPD def2/J DEFGRID3
* xyz -1 2
Ru 0.840 -0.535 0.164
C -1.196 -1.076 5.295
N -0.406 -1.364 4.116
C 0.446 -2.420 3.964
C 0.972 -2.332 2.709
N 0.450 -1.235 2.092
C -0.381 -0.660 2.951
P -1.242 0.876 2.639
C 0.167 1.841 2.000
N 1.020 1.414 1.086
C 1.927 2.413 0.877
C 1.615 3.463 1.688
N 0.500 3.094 2.396
C -0.180 3.906 3.388
C -1.923 0.471 0.998
N -1.176 0.177 -0.056
C -2.036 0.027 -1.116
C -3.306 0.245 -0.687
N -3.225 0.531 0.652
C -4.346 0.814 1.531
H -0.936 -1.802 6.060
H -2.261 -1.155 5.081
H -0.979 -0.077 5.672
H 0.629 -3.142 4.740
H 1.691 -2.985 2.253
H 2.729 2.296 0.168
H 2.082 4.421 1.825
H 0.338 4.859 3.460
H -0.161 3.419 4.362
H -1.214 4.086 3.097
H -1.686 -0.210 -2.106
H -4.247 0.217 -1.207
H -5.258 0.780 0.942
H -4.245 1.802 1.976
H -4.409 0.067 2.321
S 5.984 -3.785 2.037
As 4.152 -4.736 1.824
S 3.173 -0.544 0.584
S 2.463 -2.260 -0.109
S 3.107 -4.830 3.654
O 0.032 -1.968 -2.175
C 0.639 -0.817 -2.638
O 1.103 0.032 -1.801
C 0.597 -0.629 -4.025
C 0.044 -1.586 -4.935
C 0.000 -1.324 -6.285
C 0.485 -0.127 -6.822
C 1.028 0.792 -5.913
C 1.107 0.585 -4.566
N 1.541 2.074 -6.441
O 1.987 2.894 -5.660
O 1.495 2.248 -7.646
H -0.332 -2.522 -4.548
H -0.419 -2.068 -6.952
H 0.459 0.090 -7.877
H 1.542 1.327 -3.916
O -0.731 -2.974 -0.343
C -0.049 -2.098 -0.780
*
```

Properties
HOMO energy (spin up / spin down): -2.9 / -3.8 eV
Energy above the lowest of the compared OMol25 structures with the same formula, charge and spin: 2.247 eV
Calculated total energy: -5797.867023 Ha
Gap between HOMO and LUMO (spin up / spin down): 4.2 / 5.1 eV
⟨S²⟩: 0.78